Model i:
The following is a DFT calculation (ωB97M-V/def2-TZVPD) of an isolated molecule of C2H4N2O3.

Geometry (Å):
C  -0.447  -1.217  -0.439
C  0.458  1.301  0.463
N  -0.612  -0.605  0.806
O  -0.854  -2.204  -0.936
O  1.302  0.360  -0.186
H  0.867  1.215  1.476
H  0.894  -0.547  -2.031
H  -1.476  -1.083  1.254
H  0.365  2.328  0.109
O  -0.891  0.760  0.612
N  0.394  -0.308  -1.128

* Kohn-Sham gap: 10.51 eV
* structure (SMILES): O=C1NOCON1
* HOMO energy: -9.681 eV


Model ii:
The following is a DFT calculation (ωB97M-V/def2-TZVPD) of an isolated molecule of C2H4N2O3.

Geometry (Å):
N  0.034  0.152  -0.551
H  2.011  0.637  -1.643
O  1.370  -1.020  0.933
C  1.163  -0.289  0.027
C  -1.460  -0.549  1.337
H  -0.874  1.481  -1.537
H  -0.747  -1.217  1.815
H  -2.465  -0.505  1.745
O  2.140  -0.187  -1.146
O  0.056  1.321  -1.315
N  -1.229  0.175  0.336

* Kohn-Sham gap: 10.70 eV
* structure (SMILES): C=NN(O)C(=O)O
* HOMO energy: -10.122 eV


Model iii:
The following is a DFT calculation (ωB97M-V/def2-TZVPD) of a structure of composition C2H4N2O3.

Geometry (Å):
H  0.997  0.576  -2.565
H  -1.541  1.377  1.242
N  0.117  -1.252  -0.067
H  1.845  0.252  -0.651
O  0.649  -1.130  -1.513
N  -0.814  0.460  1.138
C  -0.209  0.025  0.081
O  -1.483  -0.418  2.156
H  -0.588  -1.058  2.376
C  0.989  0.257  -1.481
O  0.037  0.911  -0.715

* Kohn-Sham gap: 9.51 eV
* HOMO energy: -8.955 eV


List of relative energies, unit kJ/mol: model i 5.1; model ii 0.0; model iii 255.0


Model i:
The following is a DFT calculation (ωB97M-V/def2-TZVPD) of an isolated molecule of C7H11NS.

Geometry (Å):
C  0.189  1.496  -0.376
C  -0.033  -0.947  -1.228
H  -2.181  -1.082  2.023
S  -3.308  0.670  0.308
C  -0.794  0.320  -0.771
C  1.755  -0.322  0.462
H  -0.316  2.376  -0.020
C  1.206  -1.257  -0.414
H  0.698  1.781  -1.303
H  1.756  -2.171  -0.636
C  1.228  1.079  0.706
H  2.061  1.764  0.670
H  -1.395  0.599  -1.622
H  2.663  -0.651  0.959
C  -1.763  0.002  0.364
H  -0.636  -1.383  1.256
H  -0.703  -1.833  -1.226
N  -1.437  -0.806  1.397
H  0.763  1.183  1.714
H  0.246  -0.817  -2.262

* Kohn-Sham gap: 8.84 eV
* structure (SMILES): NC(=S)[C@@H]1CC=CCC1
* HOMO energy: -8.091 eV


Model ii:
The following is a DFT calculation (ωB97M-V/def2-TZVPD) of an isolated molecule of C7H11NS.

Geometry (Å):
H  3.890  -0.115  0.136
H  -2.559  0.407  -0.884
H  -0.353  -3.483  -0.298
C  0.435  2.396  -0.072
H  -1.738  -2.583  -0.948
C  -1.044  -2.664  -0.108
N  -0.280  -1.450  0.037
C  -0.786  -0.229  0.098
H  -2.338  1.032  0.750
H  0.855  2.821  0.846
H  3.305  1.631  0.104
H  -2.818  -0.659  0.507
C  3.074  0.582  0.098
S  1.435  -1.582  0.002
H  -0.624  2.640  -0.118
C  1.790  0.173  0.006
C  0.636  0.939  -0.160
H  -1.607  -2.884  0.804
C  -2.204  0.153  0.118
H  0.931  2.875  -0.919

* Kohn-Sham gap (spin up / spin down): 6.53 / 6.53 eV
* structure (SMILES): C=C1SN(C)C(C)=C1C
* HOMO energy (spin up / spin down): -5.933 / -5.933 eV


List of relative energies, unit kJ/mol: model i 0.0; model ii 359.0


Model i:
The following is a DFT calculation (ωB97M-V/def2-TZVPD) of a cluster of 7 separate species, H14O7 in total.

Geometry (Å):
O  -7.713  -5.687  -3.544
H  -6.639  -1.522  -2.642
O  -6.518  -2.291  -3.208
O  -10.190  -7.080  -3.484
H  -11.269  -4.797  -6.052
O  -11.827  -2.901  -2.610
H  -8.768  -0.314  -1.391
H  -11.611  -5.327  -4.696
O  -11.384  -4.502  -5.139
H  -9.478  -3.757  -4.244
O  -9.077  -3.405  -3.443
H  -11.688  -3.218  -1.714
H  -7.808  -0.783  -0.314
H  -10.273  -7.917  -3.946
H  -7.347  -2.772  -3.117
O  -7.839  -0.427  -1.195
H  -12.013  -3.645  -3.173
H  -9.255  -6.777  -3.590
H  -8.294  -4.959  -3.254
H  -7.362  -5.375  -4.383
H  -9.848  -3.129  -2.921

* Kohn-Sham gap: 10.39 eV
* structure (SMILES): O.O.O.O.O.O.O
* HOMO energy: -10.223 eV


Model ii:
The following is a DFT calculation (ωB97M-V/def2-TZVPD) of a cluster of 7 separate species, H14O7 in total.

Geometry (Å):
H  -18.358  -5.275  18.574
H  -19.834  -1.188  21.482
H  -17.408  -3.228  19.021
O  -14.748  -4.795  17.933
H  -16.105  0.091  18.094
H  -14.142  -5.381  18.398
O  -20.717  -2.116  19.958
H  -17.367  -6.119  19.375
H  -18.533  -2.282  19.463
H  -16.859  -3.516  15.536
H  -16.611  -4.409  16.745
H  -20.916  -2.144  19.014
O  -17.672  -2.295  19.024
H  -21.084  -2.936  20.313
O  -19.605  -0.680  22.272
O  -17.444  -5.293  18.883
H  -20.181  0.089  22.242
H  -15.484  -4.667  18.549
O  -16.810  -4.439  15.806
O  -15.626  -0.737  18.187
H  -16.297  -1.376  18.519

* Kohn-Sham gap: 9.94 eV
* structure (SMILES): O.O.O.O.O.O.O
* HOMO energy: -10.343 eV


List of relative energies, unit kJ/mol: model i 0.0; model ii 53.3


Model i:
The following is a DFT calculation (ωB97M-V/def2-TZVPD) of a cluster of 7 separate species, H14O7 in total.

Geometry (Å):
H  0.737  -1.607  -0.985
H  0.668  -0.152  0.684
H  -1.687  -1.455  0.903
H  -1.303  3.733  0.478
O  0.766  0.750  0.504
O  0.106  -1.230  -1.595
O  3.005  1.467  -0.959
H  -0.581  2.849  -0.587
H  -3.807  -0.330  0.483
O  2.206  -1.937  0.296
H  -2.811  0.751  0.512
H  2.789  -1.632  -0.392
O  -2.885  -0.152  0.289
H  3.443  2.192  -0.483
O  -1.027  2.854  0.282
H  -0.662  -0.960  -1.116
H  -2.065  -2.523  0.127
H  -0.111  1.161  0.743
O  -1.440  -2.386  0.797
H  2.164  1.405  -0.460
H  2.504  -2.798  0.483

* Kohn-Sham gap: 10.41 eV
* structure (SMILES): O.O.O.O.O.O.O
* HOMO energy: -10.291 eV


Model ii:
The following is a DFT calculation (ωB97M-V/def2-TZVPD) of a cluster of 7 separate species, H14O7 in total.

Geometry (Å):
O  4.262  -1.289  -0.892
H  0.481  0.389  0.275
H  4.279  -1.025  -1.821
H  5.185  -1.223  -0.770
O  -1.788  3.046  2.778
H  4.909  1.207  -0.135
O  -1.349  -3.367  1.446
H  -1.302  3.075  -2.725
O  -3.685  -2.494  -1.465
O  4.028  1.068  0.144
H  -2.769  2.938  2.742
O  0.678  -0.493  0.632
H  3.555  1.934  -0.018
H  -2.524  3.269  -3.480
H  -0.965  -2.519  1.741
H  -1.635  3.883  3.214
O  -2.204  3.156  -2.585
H  -2.718  -2.643  -1.481
H  -2.247  -3.358  1.214
H  -3.877  -2.299  -0.542
H  0.084  -0.635  1.317

* Kohn-Sham gap: 10.87 eV
* structure (SMILES): O.O.O.O.O.O.O
* HOMO energy: -10.540 eV


List of relative energies, unit kJ/mol: model i 0.0; model ii 139.0


Model i:
The following is a DFT calculation (ωB97M-V/def2-TZVPD) of a cluster of 7 separate species, H14O7 in total.

Geometry (Å):
O  -1.589  -1.211  -2.446
H  -2.295  -0.996  -1.779
H  2.837  1.812  -1.186
O  -3.239  -0.524  -0.404
H  -0.220  -0.442  -1.590
O  0.512  -1.000  1.675
H  -0.785  0.088  1.496
H  3.428  0.238  2.133
H  2.668  0.847  0.909
H  -1.534  1.475  1.690
O  -1.416  0.728  1.085
H  2.035  0.509  -1.105
H  0.609  -1.148  0.732
H  -3.927  0.101  -0.633
H  1.306  -0.444  1.935
O  2.911  0.906  -0.872
H  -0.164  0.521  -0.392
O  2.639  0.762  1.895
O  0.405  -0.009  -0.976
H  -1.497  -2.167  -2.435
H  -2.684  -0.045  0.269

* Kohn-Sham gap: 11.81 eV
* structure (SMILES): O.O.O.O.O.O.O
* HOMO energy: -11.314 eV


Model ii:
The following is a DFT calculation (ωB97M-V/def2-TZVPD) of a structure of composition H14O7.

Geometry (Å):
H  2.147  30.988  18.973
O  4.564  28.977  19.801
H  0.582  31.048  15.811
O  3.000  28.308  16.520
O  4.240  32.849  17.503
O  -0.273  30.188  20.091
H  2.525  30.599  17.603
O  1.515  29.968  21.171
H  0.410  30.272  20.678
H  1.912  30.734  21.321
O  2.853  30.783  18.446
H  -0.336  29.155  20.129
H  3.700  32.310  17.768
H  3.294  28.071  15.611
H  1.306  29.488  21.973
H  5.076  32.644  17.851
H  2.206  28.933  16.225
H  3.857  29.455  19.555
H  4.837  28.903  18.848
O  1.154  30.198  16.045
H  0.594  29.481  16.397

* Kohn-Sham gap: 10.75 eV
* HOMO energy: -10.656 eV


Model iii:
The following is a DFT calculation (ωB97M-V/def2-TZVPD) of a cluster of 7 separate species, H14O7 in total.

Geometry (Å):
H  0.269  0.228  -0.556
H  -4.372  -1.213  -1.027
H  -0.863  -0.975  0.805
H  3.635  -2.500  -0.856
O  0.515  2.386  0.499
H  3.879  -1.268  0.321
H  -3.161  -1.058  0.053
O  0.601  -0.662  -0.285
O  3.238  0.869  -0.200
H  0.046  2.066  1.310
O  3.317  -1.889  -0.150
O  -3.659  -0.683  -0.656
H  -0.120  2.187  -0.180
H  -2.074  0.315  -0.841
H  2.860  1.803  -0.242
H  -2.501  1.401  -0.050
O  -1.709  -1.342  1.160
O  -1.705  1.147  -0.534
H  1.213  -0.449  0.376
H  2.645  0.343  -0.721
H  -2.053  -0.705  1.775

* Kohn-Sham gap: 11.52 eV
* structure (SMILES): O.O.O.O.O.O.O
* HOMO energy: -11.176 eV


Model iv:
The following is a DFT calculation (ωB97M-V/def2-TZVPD) of a cluster of 7 separate species, H14O7 in total.

Geometry (Å):
H  -1.520  -1.184  1.432
H  0.411  2.307  -0.084
H  1.425  0.986  2.597
H  0.095  3.492  -0.984
H  0.490  1.460  3.747
O  -1.389  -3.033  -2.606
O  0.520  1.008  2.860
H  2.773  -1.651  0.774
H  -1.844  -0.545  -1.029
O  -1.475  -0.302  -1.881
H  -1.201  -2.092  -2.497
O  0.921  0.285  -0.575
O  -1.072  -0.338  1.234
H  -0.733  -0.186  2.121
O  0.752  3.173  -0.403
H  -1.861  0.534  -2.114
H  0.328  0.131  0.136
H  0.345  0.109  -1.342
H  2.350  -0.244  0.574
O  2.973  -0.778  1.048
H  -2.296  -3.128  -2.998

* Kohn-Sham gap: 10.90 eV
* structure (SMILES): O.O.O.O.O.O.O
* HOMO energy: -10.830 eV


List of relative energies, unit kJ/mol: model i 0.0; model ii 518.2; model iii 147.3; model iv 135.9